C18H24Cl3CoN3O6S | the ωB97M-V functional and the def2-TZVPD basis

Net charge: +1
HOMO-LUMO gap (alpha / beta), eV: 6.0363 / 6.0788

Last column: Löwdin charge in e.
Geometry (Å):
Co (-0.472, -0.724, 0.281)  0.806
O (0.953, 1.932, 2.873)  0.199
C (0.396, 1.218, 1.939)  -0.447
O (0.411, -0.021, 1.922)  0.068
C (-0.384, 1.952, 0.904)  -0.195
C (-0.744, 3.277, 0.803)  0.046
C (-1.546, 3.630, -0.291)  0.018
C (-1.969, 2.688, -1.221)  0.072
C (-1.581, 1.369, -1.029)  -0.100
N (-0.816, 1.072, 0.002)  0.061
C (-1.940, 0.114, -1.801)  -0.478
O (-2.550, 0.136, -2.825)  0.178
O (-1.510, -0.992, -1.183)  -0.032
H (1.367, 1.350, 3.534)  0.169
H (-0.431, 4.001, 1.540)  0.132
H (-1.853, 4.661, -0.403)  0.128
H (-2.594, 2.945, -2.064)  0.141
Cl (3.515, -2.999, 0.280)  0.663
C (1.921, -3.564, -0.230)  -1.527
Cl (1.895, -3.898, -1.962)  0.689
Cl (1.433, -4.971, 0.690)  0.692
C (0.936, -2.425, -0.004)  -0.709
O (-0.157, -2.559, 0.601)  0.028
O (1.168, -1.252, -0.436)  -0.023
C (2.502, 8.215, 3.014)  -0.109
C (3.116, 7.576, 1.777)  -0.270
C (2.509, 6.213, 1.467)  -0.219
C (3.141, 5.565, 0.240)  -0.188
N (2.590, 4.254, -0.077)  0.004
C (3.002, 3.070, 0.424)  -0.809
S (2.445, 1.635, -0.273)  0.745
N (3.864, 3.116, 1.446)  0.026
C (4.449, 1.973, 2.140)  -0.202
C (5.973, 1.940, 2.062)  -0.194
C (6.548, 1.357, 0.772)  -0.250
C (6.303, 2.203, -0.474)  -0.103
H (2.945, 9.189, 3.220)  0.075
H (2.653, 7.590, 3.897)  0.074
H (1.427, 8.361, 2.889)  0.075
H (4.196, 7.468, 1.914)  0.114
H (2.980, 8.234, 0.914)  0.115
H (1.433, 6.321, 1.291)  0.113
H (2.616, 5.559, 2.340)  0.109
H (4.227, 5.483, 0.358)  0.125
H (2.982, 6.199, -0.632)  0.133
H (2.001, 4.158, -0.887)  0.113
H (4.138, 4.024, 1.789)  0.125
H (4.014, 1.077, 1.699)  0.079
H (4.143, 2.025, 3.190)  0.115
H (6.325, 1.351, 2.911)  0.113
H (6.363, 2.954, 2.210)  0.115
H (6.140, 0.353, 0.622)  0.108
H (7.624, 1.236, 0.913)  0.108
H (5.255, 2.192, -0.775)  0.032
H (6.882, 1.825, -1.316)  0.076
H (6.606, 3.240, -0.307)  0.075

C18H24Cl3N2OPtSi2 | the ωB97M-V functional and the def2-TZVPD basis

Net charge: +1
HOMO-LUMO gap (alpha / beta), eV: 6.2068 / 6.2056

Last column: Löwdin charge in e.
Geometry (Å):
Pt (1.153, 0.605, 0.650)  0.974
Cl (-3.307, -0.684, -4.403)  0.749
C (-2.016, -0.559, -3.251)  -0.668
C (-1.946, 0.515, -2.470)  -0.180
C (-0.870, 0.853, -1.474)  -0.757
Cl (-1.610, 1.997, -0.304)  0.753
C (0.504, -1.288, -1.376)  -0.428
O (1.621, -1.499, -1.011)  0.094
C (-0.108, -2.067, -2.498)  -0.569
Cl (0.763, -3.513, -2.822)  0.803
C (-1.143, -1.737, -3.274)  -0.126
H (-2.696, 1.284, -2.601)  0.108
H (-1.377, -2.432, -4.071)  0.105
C (2.958, -0.337, 2.729)  -0.154
Si (1.237, -0.122, 3.442)  0.389
C (1.040, 1.687, 3.846)  -0.170
C (0.855, -1.196, 4.895)  -0.161
N (0.253, -0.402, 2.017)  -0.193
C (-0.842, -1.116, 1.601)  -0.283
C (-1.616, -1.896, 2.474)  -0.006
C (-2.771, -2.493, 2.025)  -0.054
C (-3.185, -2.357, 0.699)  -0.060
C (-2.416, -1.625, -0.181)  -0.011
C (-1.246, -1.015, 0.270)  -0.192
N (-0.307, -0.267, -0.615)  -0.136
Si (0.520, 1.838, -2.396)  0.498
C (1.353, 0.800, -3.693)  -0.134
C (1.760, 2.292, -1.067)  -0.220
C (-0.256, 3.334, -3.152)  -0.153
H (3.710, 0.106, 3.385)  0.053
H (3.120, 0.158, 1.744)  0.012
H (3.189, -1.389, 2.559)  0.051
H (1.724, 2.029, 4.625)  0.043
H (0.020, 1.912, 4.165)  0.043
H (1.234, 2.305, 2.960)  0.018
H (1.586, -0.971, 5.677)  0.047
H (0.930, -2.260, 4.667)  0.044
H (-0.135, -0.991, 5.304)  0.042
H (-1.312, -2.007, 3.505)  0.097
H (-3.364, -3.077, 2.717)  0.116
H (-4.091, -2.833, 0.353)  0.112
H (-2.729, -1.540, -1.206)  0.098
H (1.982, 0.001, -3.298)  0.042
H (2.001, 1.465, -4.270)  0.055
H (0.634, 0.372, -4.393)  0.047
H (2.319, 1.432, -0.555)  0.002
H (1.424, 3.073, -0.388)  0.046
H (2.663, 2.665, -1.563)  0.071
H (-0.896, 3.055, -3.991)  0.052
H (0.528, 3.985, -3.547)  0.052
H (-0.846, 3.911, -2.440)  0.035

C18H24ClCuN2O5Si | the ωB97M-V functional and the def2-TZVPD basis

Net charge: -2
HOMO-LUMO gap, eV: 5.4428

Last column: Löwdin charge in e.
Geometry (Å):
Cu (-0.736, -0.603, -1.240)  0.300
O (-3.254, -4.545, 2.957)  -0.025
C (-2.983, -3.479, 3.594)  -0.628
O (-3.310, -3.213, 4.753)  -0.038
C (-2.189, -2.438, 2.829)  -0.052
C (-1.722, -1.244, 3.329)  -0.580
Cl (-1.962, -0.524, 4.862)  0.749
N (-1.032, -0.607, 2.343)  -0.066
N (-1.051, -1.320, 1.210)  0.167
C (-1.725, -2.420, 1.479)  -0.107
C (-1.876, -3.406, 0.349)  -0.500
O (-2.445, -4.549, 0.645)  0.078
O (-1.481, -3.120, -0.758)  0.067
C (-0.358, 0.648, 2.353)  -0.190
C (-0.492, 1.478, 1.249)  0.001
C (0.200, 2.677, 1.218)  -0.078
C (1.009, 3.050, 2.282)  -0.107
C (1.142, 2.208, 3.378)  -0.103
C (0.469, 0.997, 3.413)  -0.064
H (-2.788, -4.560, 1.649)  0.025
H (-1.101, 1.147, 0.413)  0.072
H (0.119, 3.315, 0.347)  0.103
H (1.555, 3.985, 2.249)  0.091
H (1.796, 2.485, 4.196)  0.093
H (0.594, 0.311, 4.238)  0.090
C (-2.731, 1.920, -4.172)  -0.133
C (-1.680, 1.012, -3.519)  -0.556
C (-0.318, 1.703, -3.540)  -0.119
C (-2.060, 0.581, -2.095)  -0.261
H (-2.467, 2.194, -5.202)  0.052
H (-2.833, 2.843, -3.591)  0.063
H (-3.707, 1.429, -4.188)  0.057
H (-1.597, 0.109, -4.138)  0.111
H (-0.343, 2.594, -2.901)  0.069
H (-0.027, 2.021, -4.549)  0.059
H (0.445, 1.035, -3.138)  0.048
H (-3.069, 0.139, -2.136)  0.011
H (-2.193, 1.515, -1.513)  0.012
C (3.107, 1.232, -1.231)  -0.186
Si (2.689, -0.558, -0.736)  0.182
C (3.973, -1.620, -1.656)  -0.200
C (3.183, -0.656, 1.097)  -0.178
O (1.212, -1.005, -1.019)  -0.397
H (4.146, 1.488, -0.998)  0.008
H (2.457, 1.928, -0.692)  0.001
H (2.942, 1.390, -2.301)  0.009
H (5.003, -1.303, -1.458)  0.005
H (3.800, -1.568, -2.735)  0.010
H (3.875, -2.668, -1.360)  0.011
H (4.238, -0.406, 1.261)  0.009
H (3.000, -1.661, 1.487)  0.018
H (2.574, 0.040, 1.682)  -0.003

C18H24ClIN3O3Re | the ωB97M-V functional and the def2-TZVPD basis

Net charge: +1
2S+1: 4
HOMO-LUMO gap (alpha / beta), eV: 7.4425 / 6.0226

Last column: Löwdin charge in e.
Geometry (Å):
Re (-0.365, 0.143, -0.459)  0.975
N (0.644, 0.825, 3.334)  -0.394
C (1.273, 1.921, 2.580)  -0.298
C (0.893, 2.696, 1.301)  -0.178
N (0.789, 2.083, -0.073)  -0.198
C (2.086, 1.897, -0.759)  -0.192
C (2.751, 0.686, -0.149)  -0.180
N (1.775, -0.431, -0.054)  -0.045
H (-1.236, -0.422, 0.766)  -0.066
H (-1.578, 1.380, 3.065)  0.018
H (1.389, 2.756, 3.284)  0.109
H (2.283, 1.537, 2.445)  0.083
H (-0.046, 3.230, 1.457)  0.106
H (1.683, 3.452, 1.241)  0.122
H (0.259, 2.779, -0.584)  0.094
H (1.880, 1.725, -1.816)  0.112
H (2.721, 2.783, -0.671)  0.133
H (3.638, 0.391, -0.709)  0.135
H (3.080, 0.923, 0.858)  0.101
H (1.869, -1.022, -0.876)  0.088
H (1.994, -1.017, 0.742)  0.073
I (-2.656, 1.548, -0.290)  1.221
C (-3.797, -0.229, -0.166)  -0.541
C (-5.122, -0.128, 0.126)  -0.140
C (-5.902, -1.303, 0.110)  -0.064
C (-5.331, -2.492, -0.232)  -0.017
C (-3.954, -2.592, -0.554)  -0.160
C (-3.392, -3.831, -0.941)  -0.036
C (-2.070, -3.909, -1.259)  -0.070
C (-1.243, -2.770, -1.159)  -0.117
C (-1.713, -1.537, -0.766)  -0.295
C (-3.122, -1.438, -0.496)  -0.240
H (-5.580, 0.824, 0.355)  0.100
H (-6.954, -1.245, 0.353)  0.113
H (-5.932, -3.392, -0.268)  0.121
H (-4.031, -4.704, -0.985)  0.117
H (-1.640, -4.852, -1.570)  0.109
H (-0.188, -2.893, -1.383)  0.091
C (-1.548, 0.345, -3.522)  -0.035
C (-0.589, 0.150, -2.411)  -0.558
O (0.585, -0.216, -2.521)  -0.041
H (-1.020, 0.488, -4.463)  0.096
H (-2.228, 1.169, -3.320)  0.051
H (-2.147, -0.568, -3.582)  0.106
Cl (-0.845, 0.193, 3.122)  0.666
C (-2.064, -0.370, 4.117)  -0.162
C (1.491, -3.780, 2.232)  -0.391
O (1.306, -4.438, 3.160)  0.241
O (1.672, -3.111, 1.296)  0.171
H (-1.858, -0.962, 5.007)  0.007
H (-0.102, -0.966, 3.479)  0.058

Respective maximum force values: 0.0052 0.0117 0.0115 0.0224 hartree/bohr.